# 1
{"formula": "C23H27ClMnN9OSbSe4", "method": "ωB97M-V/def2-TZVPD", "de_lowest_kcal_mol": 30.81, "total_charge": 3, "total_energy_ha": -12916.8626, "symbols": ["Mn", "Cl", "C", "C", "C", "C", "O", "C", "C", "N", "C", "C", "C", "C", "C", "C", "C", "C", "N", "C", "C", "H", "H", "H", "H", "H", "H", "H", "H", "H", "H", "Se", "Sb", "Se", "Se", "Se", "C", "C", "N", "C", "C", "C", "C", "N", "H", "H", "H", "H", "H", "H", "H", "H", "H", "H", "H", "H", "H", "H", "N", "N", "N", "C", "N", "N", "H", "H", "H"], "positions_angstrom": [[-16.3694, -3.6942, 3.9247], [-19.0743, -9.6684, 1.4614], [-18.3713, -8.3683, 2.3601], [-18.4329, -8.3391, 3.7507], [-17.9303, -7.3106, 4.4898], [-17.2153, -6.2873, 3.8286], [-16.5296, -5.3784, 4.5425], [-17.1267, -6.3173, 2.4340], [-16.1346, -5.4925, 1.7810], [-15.7308, -4.4138, 2.3233], [-14.4152, -3.8999, 2.0009], [-13.8463, -3.8735, 0.7672], [-12.5422, -3.2882, 0.6453], [-11.8203, -2.8332, 1.7423], [-12.3721, -2.9510, 3.0271], [-11.7441, -2.5264, 4.2316], [-12.4139, -2.5730, 5.4413], [-13.7563, -2.9963, 5.3803], [-14.3713, -3.4326, 4.2771], [-13.6659, -3.5044, 3.1216], [-17.7362, -7.3661, 1.7065], [-18.9788, -9.0829, 4.3300], [-17.9569, -7.3481, 5.5689], [-15.6157, -5.8873, 0.9053], [-14.3263, -4.1591, -0.1668], [-12.0926, -3.2548, -0.3384], [-10.8192, -2.4573, 1.7202], [-10.6709, -2.2817, 4.2409], [-11.8924, -2.2776, 6.3624], [-14.3691, -3.0245, 6.2354], [-17.6354, -7.4438, 0.6394], [-19.3323, -7.5106, 11.7998], [-17.5325, -6.3288, 12.4230], [-17.4142, -4.3837, 9.4482], [-16.3244, -6.2712, 9.3523], [-18.6026, -3.9830, 11.2087], [-21.0803, -5.6906, 3.4024], [-21.0787, -4.1828, 3.5155], [-20.3484, -3.5176, 2.4173], [-21.1511, -3.1178, 1.2619], [-21.2986, -4.2119, 0.2372], [-19.0453, -3.2916, 2.5097], [-18.3657, -2.5740, 1.3723], [-18.2965, -3.6090, 3.5360], [-21.3128, -6.0561, 4.3693], [-20.1168, -6.0240, 3.0323], [-21.9129, -5.9904, 2.7459], [-20.5637, -3.8553, 4.3952], [-22.0888, -3.7290, 3.6324], [-20.7532, -2.2026, 0.8100], [-22.1171, -2.8426, 1.6956], [-20.3088, -4.5606, -0.2969], [-22.0494, -3.8923, -0.4905], [-21.8237, -5.0575, 0.6317], [-18.8504, -1.5912, 1.2620], [-18.5445, -3.0974, 0.4676], [-17.3058, -2.4699, 1.5233], [-18.8171, -4.0370, 4.3013], [-18.2339, 1.0908, 5.2722], [-17.2886, 0.1900, 4.6405], [-16.0222, 0.5089, 4.6250], [-15.5148, -0.6312, 4.1765], [-16.4927, -1.5765, 4.0251], [-17.6400, -1.0188, 4.3750], [-19.1064, 1.0392, 4.7541], [-17.8069, 2.0053, 5.1403], [-14.4638, -0.7456, 3.9732]]}



# 2
{"formula": "C6H9MgO2Tl", "method": "ωB97M-V/def2-TZVPD", "de_lowest_kcal_mol": 22.74, "multiplicity": 2, "s2": 0.756, "total_charge": 1, "total_energy_ha": -756.5903, "symbols": ["C", "H", "H", "C", "C", "C", "O", "Tl", "H", "H", "H", "H", "H", "O", "C", "C", "H", "H", "Mg"], "positions_angstrom": [[-0.0638, 3.1318, -0.2224], [-0.0428, 3.0698, -1.3106], [-0.7334, 2.2853, -0.2644], [-0.3954, 0.6642, -2.4074], [-0.7091, -0.5350, -1.7330], [0.2525, -1.3865, -1.2235], [0.6729, -1.3726, 0.0619], [0.7527, -3.8102, 0.9463], [0.6496, 0.9870, -2.4288], [-1.1977, 1.2754, -2.8221], [-1.7422, -0.6704, -1.3917], [0.7732, -2.0966, -1.8800], [-0.1438, 3.3815, 2.1444], [1.1713, 1.8591, 1.5514], [0.4873, 3.0135, 1.3235], [0.9558, 4.0730, 0.3694], [0.6539, 5.1071, 0.5566], [1.9778, 3.9068, 0.0101], [1.5164, 0.2397, 0.7347]]}



# 3
{"formula": "C2H7N4", "method": "ωB97M-V/def2-TZVPD", "de_lowest_kcal_mol": 148.41, "total_charge": 1, "total_energy_ha": -298.9855, "symbols": ["C", "C", "N", "N", "N", "N", "H", "H", "H", "H", "H", "H", "H"], "positions_angstrom": [[-0.5275, -0.6487, -2.5071], [1.1674, -0.4829, 1.4507], [-0.4517, 1.3339, 1.1410], [-0.8935, 2.4033, 1.0155], [-0.5801, -0.7924, -1.2475], [0.1232, 0.3831, 1.0102], [-0.4002, -1.4395, -3.3126], [-0.6335, 0.3353, -2.8613], [2.1542, 0.0990, 1.6468], [1.2487, -1.3370, 0.6449], [0.9155, -0.7729, 2.4367], [-1.6878, 2.7381, 1.4461], [-0.4346, -1.8194, -0.8634]]}



# 4
{"formula": "C7H15ClOSi", "method": "ωB97M-V/def2-TZVPD", "de_lowest_kcal_mol": 0.00, "smiles": "CC(C)CC(=O)[Si](C)(C)Cl", "total_charge": 0, "total_energy_ha": -1100.7183, "symbols": ["C", "C", "C", "C", "C", "O", "Si", "C", "C", "Cl", "H", "H", "H", "H", "H", "H", "H", "H", "H", "H", "H", "H", "H", "H", "H"], "positions_angstrom": [[2.0947, 1.9626, -1.6906], [1.6485, 0.5605, -1.2859], [1.2638, -0.2582, -2.5154], [0.4663, 0.6352, -0.3167], [0.1539, -0.6700, 0.3751], [0.9359, -1.5916, 0.4224], [-1.5967, -0.8263, 1.2053], [-1.9906, 0.7267, 2.2350], [-1.6592, -2.4235, 2.2266], [-2.9242, -0.9293, -0.3437], [1.2811, 2.4920, -2.1830], [2.9335, 1.9086, -2.3805], [2.4045, 2.5387, -0.8211], [2.4736, 0.0547, -0.7742], [0.4374, 0.2139, -3.0441], [2.1068, -0.3406, -3.1972], [0.9611, -1.2604, -2.2232], [0.6783, 1.3507, 0.4844], [-0.4319, 0.9843, -0.8313], [-2.9675, 0.6378, 2.7012], [-1.2626, 0.8772, 3.0264], [-2.0050, 1.6236, 1.6222], [-2.6757, -2.6723, 2.5200], [-1.2620, -3.2597, 1.6578], [-1.0640, -2.3344, 3.1304]]}



# 5
{"formula": "F5N2", "method": "ωB97M-V/def2-TZVPD", "de_lowest_kcal_mol": 72.76, "total_charge": 1, "total_energy_ha": -607.9871, "symbols": ["N", "N", "F", "F", "F", "F", "F"], "positions_angstrom": [[-0.1554, -0.7637, -0.4743], [0.0428, 0.5461, -0.1705], [0.6954, -1.5104, 0.2044], [-1.3855, -1.1966, -0.2053], [-1.0682, 1.3654, -0.1578], [0.7851, 0.5875, 1.6339], [1.0859, 0.9716, -0.8305]]}



# 6
{"formula": "C4H6N2O3", "method": "ωB97M-V/def2-TZVPD", "de_lowest_kcal_mol": 223.33, "total_charge": 0, "total_energy_ha": -490.9450, "symbols": ["C", "C", "C", "C", "N", "N", "O", "O", "O", "H", "H", "H", "H", "H", "H"], "positions_angstrom": [[0.0721, -0.4853, -0.0652], [0.2220, 0.9565, -0.4361], [4.6996, -0.6180, -0.1426], [0.8846, -1.2342, 0.5884], [2.3090, 1.5415, 0.4167], [-4.6178, 0.0273, 0.3067], [4.3200, -0.7950, -1.2078], [5.0947, -0.4660, 0.9190], [1.2293, 1.6611, -0.1447], [-0.8788, -0.8457, -0.4310], [-0.5782, 1.4455, -0.9654], [1.8377, -1.2106, 1.0588], [-5.2247, 0.8390, 0.2914], [-5.2071, -0.7900, 0.4089], [-4.1623, -0.0260, -0.5970]]}